C5H13N2O | ωB97M-V with the def2-TZVPD basis set

The spin multiplicity is 1. Its energy is -382.7964 Ha. The value obtained for the HOMO energy is -12.49 eV. The molar mass comes out at 117.17 g/mol. As for the total charge: +1. Its maximum force is 0.530 eV Å⁻¹. The energy above the lowest of the compared OMol25 structures with the same formula, charge and spin comes out at 40.97 kcal per mole. Its HOMO-LUMO gap is 9.3 eV.

CARTESIAN COORDINATES (ANGSTROEM)
C -1.3772 2.2577 1.3178
C -0.0933 1.5367 1.0320
C 0.2913 0.4321 1.6743
N 1.4635 -0.2957 1.4138
H -1.9232 1.7666 2.1237
H -1.1882 3.2852 1.6300
H -2.0266 2.3039 0.4458
H 0.5948 1.9845 0.3148
H -0.3678 0.0050 2.4227
H 1.7933 -0.7738 2.2385
H 2.1982 0.2917 1.0456
O 0.7069 -0.6843 -3.2454
C 0.9823 -1.5955 -2.5186
C 0.2131 -1.8080 -1.2294
N -0.7358 -0.6703 -1.0920
H 1.7877 -2.3093 -2.7232
H -0.3138 -2.7597 -1.2423
H 0.9051 -1.8073 -0.3856
H -1.7117 -0.9695 -1.0580
H -0.5539 -0.1171 -0.2247
H -0.6447 -0.0731 -1.9397